(1)
ORCA calculation (wB97M-V/def2-TZVPD) on C31H49CoN6Sb2Se as an isolated structure in a non-equilibrium geometry.

Computed properties:
spin multiplicity	4
⟨S²⟩	3.7636
total charge	+3
molecular weight	887.19	g mol⁻¹
E_tot	-5802.866610	hartree
LUMO energy (alpha / beta)	-0.269 / -0.300	Ha
Kohn-Sham gap (alpha / beta)	7.26 / 6.49	eV
HOMO energy (alpha / beta)	-14.591 / -14.648	eV
relative energy (zero: lowest compared OMol25 entry of this formula, charge and spin)	157.6	kJ/mol

Last column: Mulliken charge in e.
Positions of all 90 atoms, in Å:
Co 1.01 -0.43 -0.25  0.32
C 1.94 1.18 3.21  -1.10
Sb 0.65 -0.34 2.29  0.35
C -1.41 0.10 2.91  -0.66
C 1.22 -1.97 3.72  -1.57
C 0.00 -2.79 3.94  0.97
C -0.66 -2.73 5.19  -0.70
C -1.81 -3.45 5.41  -0.57
C -2.32 -4.26 4.41  -0.65
C -1.68 -4.37 3.18  -0.56
C -0.46 -3.69 2.92  0.47
C 0.24 -3.95 1.66  -1.17
Sb -0.58 -2.45 0.03  0.60
C -2.74 -2.40 0.55  -1.19
C -0.61 -4.21 -1.37  -1.41
H 1.29 2.04 3.30  0.42
H 2.81 1.41 2.59  0.25
H 2.28 0.83 4.22  0.41
H -1.36 0.58 3.91  0.50
H -2.00 -0.82 2.85  0.16
H -1.96 0.77 2.19  -0.05
H 1.66 -1.50 4.60  0.76
H 1.98 -2.50 3.11  0.45
H -0.28 -2.01 5.95  0.34
H -2.34 -3.25 6.30  0.44
H -3.29 -4.76 4.54  0.38
H -2.11 -4.98 2.35  0.36
H 0.03 -4.94 1.27  0.97
H 1.29 -3.61 1.69  0.14
H -3.22 -3.23 -0.01  0.43
H -3.10 -1.45 0.27  0.49
H -2.81 -2.54 1.67  0.32
H -1.13 -3.91 -2.28  0.40
H -1.03 -5.08 -0.85  0.46
H 0.42 -4.41 -1.64  0.44
C 6.06 1.36 0.31  -1.28
C 5.03 0.33 -0.10  0.56
C 5.17 -0.99 -0.50  -1.27
C 3.88 -1.55 -0.42  0.21
N 3.01 -0.53 -0.31  0.98
N 3.73 0.65 -0.14  -0.01
C 3.39 -2.95 -0.40  -0.97
H 5.78 2.30 -0.21  0.32
H 7.06 1.00 0.22  0.39
H 5.86 1.58 1.36  0.32
H 6.09 -1.57 -0.63  0.47
H 3.33 1.59 -0.43  0.11
H 2.35 -2.93 0.17  -0.11
H 4.01 -3.62 0.18  0.48
H 3.17 -3.43 -1.39  0.21
C 0.50 1.13 -4.68  -0.76
C 1.19 1.05 -3.29  -0.53
N 0.66 -0.05 -2.47  0.98
C 0.98 -1.33 -3.18  0.06
C 0.46 -1.32 -4.59  -1.00
N -0.34 -0.09 -4.86  0.05
C -1.45 -0.09 -3.86  -1.12
C -0.84 0.17 -2.43  -0.12
H 1.20 1.23 -5.53  0.33
H -0.20 2.03 -4.64  0.31
H 1.03 1.96 -2.66  0.21
H 2.29 0.91 -3.38  0.45
H 0.60 -2.18 -2.54  -0.52
H 2.08 -1.40 -3.09  0.53
H -0.13 -2.22 -4.92  0.39
H 1.26 -1.32 -5.33  0.32
H -0.69 -0.06 -5.81  0.32
H -2.14 -0.89 -4.05  0.39
H -2.09 0.83 -4.06  0.42
H -1.27 -0.60 -1.74  -0.15
H -0.92 1.12 -2.01  0.38
C -0.19 5.55 -0.53  -0.94
N -1.29 4.54 -0.54  0.06
C -1.10 3.22 -0.14  -0.52
Se 0.56 2.44 0.32  -0.02
N -2.35 2.66 0.11  0.61
C -3.34 3.66 -0.01  0.26
C -4.61 3.78 0.51  -0.83
C -5.27 5.03 0.26  -0.47
C -4.60 6.18 -0.18  -0.55
C -3.28 6.06 -0.56  -0.57
C -2.69 4.83 -0.41  0.72
H 0.70 5.04 -0.13  0.26
H -0.45 6.42 0.08  0.39
H -0.06 5.95 -1.54  0.35
H -2.58 1.65 0.16  0.16
H -5.21 2.92 0.93  0.32
H -6.34 5.06 0.49  0.39
H -5.14 7.15 -0.15  0.38
H -2.77 6.87 -1.08  0.45

***

(2)
ORCA calculation (wB97M-V/def2-TZVPD) on one molecule with the formula C17H21N3O2.

Computed properties:
spin multiplicity	1
total charge	0
structure (SMILES)	CC(=O)N1CCN(C(=O)CCc2c[nH]c3ccccc23)CC1
molecular weight	299.37	g mol⁻¹
E_tot	-975.200691	hartree
LUMO energy	0.027	Ha
Kohn-Sham gap	8.53	eV
HOMO energy	-7.809	eV
relative energy (zero: lowest compared OMol25 entry of this formula, charge and spin)	27.7	kJ/mol

Last column: Mulliken charge in e.
Positions of all 43 atoms, in Å:
C -1.09 3.42 -3.96  -1.38
C -0.78 3.46 -2.48  1.14
O -0.90 4.47 -1.82  -0.66
N -0.39 2.29 -1.91  0.07
C -0.09 1.05 -2.58  -0.78
C 1.41 0.73 -2.43  -0.86
N 1.75 0.70 -1.03  0.06
C 1.99 -0.51 -0.44  0.84
O 2.10 -1.51 -1.11  -0.67
C 2.16 -0.51 1.07  -0.56
C 2.05 -1.94 1.62  -1.27
C 0.65 -2.43 1.50  0.46
C 0.17 -3.31 0.57  -0.70
N -1.18 -3.48 0.74  0.03
C -1.60 -2.70 1.78  -0.67
C -2.86 -2.52 2.33  -0.84
C -2.99 -1.66 3.39  -0.47
C -1.88 -0.98 3.91  -0.81
C -0.62 -1.15 3.37  -0.28
C -0.47 -2.02 2.29  1.25
C 1.47 1.95 -0.37  -0.89
C -0.02 2.27 -0.51  -0.82
H -1.45 4.40 -4.25  0.34
H -1.87 2.69 -4.18  0.35
H -0.20 3.19 -4.54  0.33
H -0.35 1.10 -3.63  0.51
H -0.66 0.24 -2.11  0.20
H 1.64 -0.25 -2.86  0.45
H 2.01 1.50 -2.93  0.31
H 3.13 -0.08 1.31  0.36
H 1.38 0.10 1.54  0.34
H 2.72 -2.59 1.05  0.42
H 2.36 -1.94 2.67  0.43
H 0.70 -3.82 -0.21  0.45
H -1.77 -4.08 0.19  0.17
H -3.72 -3.05 1.93  0.38
H -3.95 -1.50 3.84  0.39
H -2.01 -0.31 4.74  0.39
H 0.23 -0.63 3.78  0.44
H 1.77 1.94 0.67  0.47
H 2.05 2.74 -0.88  0.32
H -0.25 3.25 -0.09  0.43
H -0.61 1.50 0.01  0.35

***

(3)
ORCA calculation (wB97M-V/def2-TZVPD) on C39H45BN5O4Tl as an isolated structure in a non-equilibrium geometry.

Computed properties:
spin multiplicity	1
total charge	-2
molecular weight	863.02	g mol⁻¹
E_tot	-2285.285827	hartree
LUMO energy	0.138	Ha
Kohn-Sham gap	3.94	eV
HOMO energy	-0.198	eV

Last column: Mulliken charge in e.
Positions of all 95 atoms, in Å:
Tl -1.13 0.32 -1.01  0.67
C 1.83 2.64 0.51  -1.19
C 1.76 3.14 -0.90  1.25
C 2.93 3.38 -1.60  -0.46
C 2.91 4.00 -2.85  -0.87
C 1.71 4.33 -3.45  -0.85
C 0.48 4.06 -2.85  1.08
C -0.83 4.39 -3.49  -1.48
C 0.51 3.45 -1.54  0.07
N -0.63 3.03 -0.95  -0.14
C -1.66 3.86 -0.69  -0.45
O -1.63 5.10 -0.62  -0.81
C -2.99 3.18 -0.38  0.60
C -4.00 3.97 0.23  -0.64
C -5.21 3.34 0.52  -0.33
C -5.39 2.01 0.19  -0.49
C -4.36 1.31 -0.46  0.48
N -3.21 1.95 -0.78  -0.09
C -4.54 -0.16 -0.74  -0.38
O -5.63 -0.67 -0.44  -0.85
N -3.48 -0.74 -1.30  0.17
C -3.51 -2.08 -1.64  -0.02
C -3.55 -2.39 -3.04  0.81
C -3.88 -1.35 -4.07  -1.39
C -3.30 -3.71 -3.41  -1.07
C -3.01 -4.65 -2.42  -0.64
C -3.07 -4.37 -1.06  -0.97
C -3.32 -3.07 -0.63  1.44
C -3.46 -2.68 0.81  -1.27
H 2.53 1.80 0.64  0.28
H 0.83 2.34 0.88  -0.08
H 2.15 3.46 1.20  0.31
H 3.89 3.08 -1.20  0.35
H 3.83 4.24 -3.34  0.37
H 1.69 4.84 -4.41  0.33
H -0.69 4.66 -4.54  0.45
H -1.32 5.23 -2.95  0.27
H -1.57 3.57 -3.42  0.20
H -3.73 5.01 0.45  0.43
H -6.00 3.89 1.02  0.38
H -6.27 1.44 0.49  0.40
H -4.89 -0.94 -3.89  0.30
H -3.82 -1.70 -5.10  0.40
H -3.23 -0.46 -3.95  0.22
H -3.29 -4.03 -4.44  0.37
H -2.70 -5.66 -2.72  0.33
H -2.89 -5.15 -0.34  0.33
H -3.32 -3.57 1.45  0.40
H -4.48 -2.27 0.95  0.27
H -2.74 -1.92 1.13  0.10
C 2.44 -0.44 7.73  -1.54
C 3.08 -0.76 6.35  1.91
C 3.25 -2.29 6.17  -1.89
C 4.43 -0.04 6.23  -1.47
C 2.15 -0.21 5.28  0.60
C 1.83 1.17 5.32  -0.42
C 0.91 1.78 4.42  -1.71
C 0.31 0.91 3.50  0.83
O -0.41 1.31 2.36  -0.58
B -0.49 0.13 1.53  0.08
O 0.19 -0.91 2.19  -0.46
C 0.64 -0.45 3.43  0.31
C 1.57 -1.04 4.30  -0.89
H 3.11 -0.81 8.53  0.42
H 1.49 -0.97 7.86  0.36
H 2.25 0.64 7.85  0.33
H 3.71 -2.74 7.09  0.37
H 3.91 -2.49 5.29  0.34
H 2.28 -2.81 6.03  0.39
H 5.17 -0.44 6.97  0.40
H 4.31 1.06 6.39  0.29
H 4.79 -0.20 5.20  0.37
H 2.27 1.76 6.11  0.33
H 0.66 2.83 4.52  0.45
H 1.83 -2.11 4.22  0.43
C 0.47 -2.07 -3.82  0.00
C 1.47 -3.14 -4.38  -0.79
N 2.87 -2.91 -3.82  -0.23
C 2.79 -3.17 -2.30  -0.72
C 1.64 -2.30 -1.68  -0.24
N 1.11 -1.26 -2.66  -0.07
C 2.34 -0.51 -3.23  -0.27
C 3.28 -1.47 -4.03  -0.70
H -0.42 -2.58 -3.42  -0.15
H 0.11 -1.35 -4.58  0.47
H 1.48 -3.10 -5.48  0.31
H 1.15 -4.16 -4.14  0.32
H 3.78 -2.96 -1.82  0.24
H 2.62 -4.25 -2.16  0.33
H 1.96 -1.80 -0.75  0.41
H 0.81 -3.00 -1.38  0.17
H 2.94 -0.11 -2.37  0.21
H 2.01 0.35 -3.85  0.30
H 4.34 -1.33 -3.75  0.32
H 3.26 -1.21 -5.10  0.26

***

The lowest total charge belongs to which entry?
C39H45BN5O4Tl